Formula: C26H26FN5O4
Source: the OMol25 dataset
Level of theory: the ωB97M-V functional and the def2-TZVPD basis

Calculated values
Max |F|: 0.02532 Eh/bohr
Highest occupied orbital energy: -8.41 eV
Gap between HOMO and LUMO: 9.0 eV
Energy: -1680.97505 Ha

Positions of all 62 atoms, in Å:
1 H -2.5596 -2.1043 -0.8357
2 H 0.5646 3.7547 1.2942
3 N -0.7047 2.2059 1.7207
4 H -0.9335 -1.9324 1.3107
5 C 1.0413 2.9728 3.2369
6 C 2.1701 3.2823 5.0630
7 H 1.3158 -2.3194 -1.2202
8 O 0.9639 -0.1034 0.9877
9 C -2.4333 -1.9604 2.8183
10 C 0.6711 -0.5661 -0.1015
11 C 2.7115 0.8968 -3.5274
12 N 1.8459 -1.0505 -3.3156
13 H -3.4483 -2.7266 -2.9468
14 H -2.7373 -4.9137 -2.2211
15 H -4.7610 0.4446 3.3307
16 C 2.6247 0.6430 -2.1365
17 C -3.5019 -1.2821 3.3725
18 N 2.2117 -0.1923 -4.1761
19 C 3.6328 3.0152 -3.0445
20 H -1.8668 -4.8259 -3.7666
21 C -1.4417 0.5039 0.0881
22 H 3.8580 3.5126 -0.9724
23 H 3.3002 2.3042 -5.0491
24 C 2.5326 2.0559 4.6036
25 H -1.8992 -2.4234 -3.7503
26 H -0.4335 -5.1916 -1.4707
27 C -0.6875 -4.2776 -2.0084
28 F -4.1652 -1.8311 4.4104
29 C 0.0583 3.3488 2.1777
30 C -1.7563 -1.3939 1.7520
31 C -2.1434 -0.1591 1.2457
32 H -2.1406 -2.9189 3.2158
33 C 1.7059 -1.3500 -0.9092
34 O 1.2614 3.8461 4.2457
35 O -0.9019 -3.2610 -1.0451
36 H 2.5768 -1.4960 -0.2612
37 H 1.8125 0.9952 2.7680
38 C -0.6202 1.7777 0.4505
39 C 3.0334 1.5686 -1.1842
40 C -3.2328 0.4970 1.8180
41 C -1.7839 -2.2871 -1.5906
42 C -1.0284 -0.9746 -1.8698
43 C -3.9168 -0.0556 2.8837
44 H -3.5475 1.4509 1.4205
45 H 2.4713 3.8474 5.9224
46 C -2.3743 -2.8823 -2.8824
47 H 2.9419 1.3719 -0.1282
48 C 3.2304 2.1060 -3.9919
49 H -2.1997 0.8630 -0.6194
50 C 1.7956 1.8509 3.4102
51 H -0.2061 -1.1847 -2.5552
52 H -1.7050 -0.2717 -2.3630
53 H 3.2330 1.3812 5.0512
54 N -0.5389 -0.3616 -0.6558
55 C 3.5332 2.7538 -1.6685
56 N 2.0834 -0.6041 -2.0722
57 H -1.0393 1.5671 2.4263
58 H 4.0356 3.9667 -3.3593
59 H -0.6182 4.1133 2.5771
60 O -0.0404 2.3691 -0.4334
61 C -1.9929 -4.3596 -2.7933
62 H 0.1431 -4.0054 -2.6762

Forces on the atoms, in the same order (eV/Å):
H 0.076 -0.016 -0.118
H -0.134 0.013 0.174
N 0.006 0.180 0.425
H 0.068 -0.050 -0.039
C 0.093 -0.770 -0.304
C 0.542 -0.611 0.235
H 0.056 0.109 -0.036
O 0.191 -0.109 0.252
C -0.178 -0.004 0.164
C 0.247 -0.344 -0.363
C 0.063 0.103 1.297
N -0.240 -0.922 0.008
H -0.024 0.055 -0.053
H 0.003 -0.049 -0.011
H -0.093 0.029 0.065
C 0.077 0.173 -0.927
C 0.070 0.070 -0.114
N -0.010 0.014 -0.722
C 0.046 0.126 -0.218
H -0.025 -0.061 -0.049
C 0.396 0.260 -0.003
H 0.015 0.051 0.074
H 0.022 0.052 -0.118
C -0.045 0.519 0.319
H -0.016 0.041 -0.075
H 0.030 0.032 -0.068
C 0.006 -0.301 -0.271
F 0.059 0.042 -0.086
C -0.005 0.343 -0.006
C -0.102 0.172 -0.005
C -0.174 -0.078 0.037
H 0.010 -0.105 0.068
C -0.018 -0.158 0.335
O -0.292 0.349 -0.178
O 0.063 0.115 0.263
H -0.199 0.023 -0.076
H -0.050 -0.176 -0.196
C -0.527 -0.080 -0.056
C 0.068 0.079 0.184
C 0.131 -0.221 -0.094
C -0.264 0.538 -0.204
C -0.228 -0.666 -0.066
C -0.053 -0.161 0.192
H -0.050 0.115 -0.033
H -0.032 0.150 0.089
C 0.090 -0.044 0.198
H -0.024 0.027 0.140
C -0.047 -0.079 0.008
H 0.156 -0.033 0.083
C -0.388 0.425 -0.191
H -0.182 0.050 0.040
H 0.094 -0.009 -0.014
H 0.158 -0.089 0.158
N -0.305 0.201 0.210
C -0.001 -0.115 0.155
N 0.358 0.585 -0.200
H 0.030 -0.013 -0.119
H 0.025 0.062 -0.039
H 0.140 -0.010 -0.072
O 0.177 0.122 -0.264
C 0.160 0.088 0.166
H -0.019 -0.041 0.046

Formula: C26H26IN3Ru
Source: the OMol25 dataset
Level of theory: the ωB97M-V functional and the def2-TZVPD basis

Calculated values
Max |F|: 0.00169 Eh/bohr
Highest occupied orbital energy (alpha / beta): -13.89 / -13.89 eV
Net charge: +2
Gap between HOMO and LUMO (alpha / beta): 5.8 / 5.8 eV
Energy: -1562.62836 Ha

Positions of all 57 atoms, in Å:
1 H 1.1465 -1.1467 4.9479
2 C 0.5619 -2.8172 -2.9685
3 Ru 0.1414 0.8417 -0.5548
4 H -1.9658 4.0692 -1.5460
5 C 1.8058 0.4462 1.9932
6 H -4.5963 0.7748 1.8947
7 C 0.7314 -2.2594 -0.0054
8 C 4.3559 0.6194 3.2192
9 C -0.8361 -0.9055 -2.6704
10 C -2.0191 1.5582 -0.1566
11 H 0.0879 4.0825 0.4830
12 N -1.0482 0.2897 -1.9326
13 C -2.9312 1.6446 0.9175
14 C 0.2455 -1.6644 -2.2637
15 C 2.9044 1.1064 1.4032
16 N -1.0299 2.5594 -0.4036
17 H 2.9570 -0.8831 -0.4427
18 H -0.3250 -2.2876 0.2525
19 C 0.9677 -0.7308 3.9647
20 C 2.0386 -0.1078 3.2801
21 C -0.2687 -0.7961 3.3935
22 C -3.9042 -0.4806 0.2753
23 H -1.0885 -1.2700 3.9170
24 H -0.6196 2.9360 1.6385
25 H -2.9208 2.5093 1.5633
26 H 1.3936 -3.4424 -2.6735
27 C -1.1805 3.3245 -1.6766
28 C -1.6072 -1.2535 -3.7684
29 H 3.4836 -0.4391 4.8421
30 C -0.1988 -3.1784 -4.0702
31 I 2.4570 2.0734 -0.4007
32 H 2.7770 -2.2143 -1.5819
33 C 3.3280 -0.0088 3.8610
34 C -1.2804 -2.4028 -4.4687
35 H 0.0575 -4.0716 -4.6226
36 C 2.4292 -1.2114 -1.3355
37 C -3.8671 0.6681 1.1027
38 H 1.0305 -3.2357 -0.3872
39 H -1.6429 4.1700 0.8376
40 C -2.0576 0.3916 -1.0043
41 H -0.2395 3.8285 -1.8881
42 H 2.6427 -0.5485 -2.1702
43 H 4.9500 1.7339 1.4580
44 H -1.4568 -0.4334 1.6509
45 C 4.1444 1.2096 1.9544
46 C -0.7945 3.4947 0.7222
47 N 0.9679 -1.2250 -1.0559
48 H -4.6559 -1.2385 0.4502
49 H -1.4282 2.6552 -2.4923
50 C -0.4827 -0.2761 2.0984
51 H -3.0217 -1.5015 -1.3800
52 H 1.3160 -2.0277 0.8803
53 C 0.5163 0.3314 1.3852
54 C -3.0060 -0.6331 -0.7349
55 H -1.8645 -2.6895 -5.3320
56 H -2.4336 -0.6253 -4.0756
57 H 5.3332 0.6874 3.6761

Forces on the atoms, in the same order (eV/Å):
H 0.001 0.000 0.000
C 0.002 -0.006 0.007
Ru -0.032 0.019 -0.078
H -0.002 -0.002 -0.002
C 0.004 0.012 -0.013
H 0.000 0.003 0.001
C -0.007 -0.005 0.012
C -0.010 -0.004 -0.001
C -0.015 0.012 0.001
C -0.009 0.024 0.020
H 0.001 -0.005 -0.001
N 0.066 -0.015 -0.019
C 0.010 0.007 0.002
C -0.011 0.004 -0.003
C 0.011 -0.002 0.009
N 0.000 -0.031 0.014
H -0.007 0.002 0.001
H 0.000 0.004 -0.003
C 0.002 -0.001 0.003
C -0.005 0.003 -0.012
C -0.003 0.001 -0.004
C -0.003 -0.002 0.004
H 0.000 0.001 0.003
H 0.000 -0.005 -0.009
H -0.005 0.001 -0.001
H 0.001 -0.001 0.001
C 0.004 0.005 -0.011
C -0.006 0.008 0.004
H 0.002 0.000 -0.001
C -0.003 0.006 -0.001
I 0.003 0.004 0.015
H -0.002 0.001 -0.007
C 0.013 0.000 0.009
C 0.007 -0.006 0.000
H 0.000 -0.001 -0.001
C 0.011 -0.006 0.001
C -0.003 -0.004 -0.009
H 0.005 0.001 0.000
H 0.001 0.001 -0.013
C -0.013 -0.031 0.005
H 0.001 -0.003 0.003
H -0.002 0.003 0.001
H -0.001 0.000 -0.003
H 0.004 -0.002 -0.005
C -0.007 -0.003 0.006
C 0.010 0.022 0.029
N -0.009 0.001 -0.017
H 0.002 -0.002 0.002
H -0.004 -0.003 0.002
C -0.006 -0.020 0.017
H 0.000 0.003 0.000
H -0.001 0.004 -0.002
C 0.022 0.010 0.048
C -0.013 -0.007 0.001
H -0.002 0.000 0.000
H 0.000 0.000 -0.002
H 0.001 0.000 0.000

Formula: C26H26N4O2S
Source: the OMol25 dataset
Level of theory: the ωB97M-V functional and the def2-TZVPD basis

Calculated values
Max |F|: 0.07859 Eh/bohr
Highest occupied orbital energy: -7.26 eV
Gap between HOMO and LUMO: 5.5 eV
Energy: -1774.04794 Ha

Positions of all 59 atoms, in Å:
1 N 4.3965 0.2680 0.5791
2 H 0.0640 -1.1075 -0.7920
3 C 3.4822 1.1404 0.0860
4 H -2.9431 -3.4995 1.4595
5 C -3.5125 1.7369 2.0401
6 C -3.2581 -3.1978 0.4585
7 C 1.7417 2.2971 -5.4930
8 H 0.4178 -1.1809 1.8664
9 C 2.3302 -0.5585 1.0893
10 C -1.3391 1.5149 0.8511
11 H 0.9310 1.6466 -1.6341
12 H -5.6660 0.3551 0.8481
13 O 3.5188 2.1605 -2.4045
14 H -5.2372 -2.6638 1.1740
15 H -0.2812 2.2118 -5.6531
16 N -4.0456 -0.9687 1.1617
17 H -5.8536 -0.8165 2.1618
18 C -2.8394 -0.3992 0.8555
19 H 1.3330 -3.2363 2.9490
20 C 2.0195 -2.5360 2.4571
21 H -3.5755 -4.0882 -0.0783
22 C 4.2916 -1.8600 1.8701
23 C -0.3383 0.7713 0.2107
24 C 2.1759 0.7125 0.3531
25 H -1.1756 -3.1310 -0.0892
26 C -2.5480 0.9450 1.2214
27 C 0.1095 2.0082 -3.6089
28 C -0.6552 -0.5282 -0.2094
29 H 3.6664 2.3585 -4.8018
30 H -2.9822 2.2706 2.8415
31 C 1.1612 1.8963 -2.6848
32 H 3.7951 -3.6392 2.9885
33 C -4.4339 -2.2434 0.5540
34 C 1.4817 -1.4160 1.7982
35 N 0.4793 2.2067 -4.9769
36 C 0.9925 1.3590 -0.0872
37 C -4.6401 0.8950 2.6602
38 C -2.0856 -2.5455 -0.2770
39 H -5.4659 1.5518 2.9385
40 N 2.6942 2.2842 -4.5065
41 H 6.3089 -0.4267 0.9224
42 H -2.2612 -2.5858 -1.3659
43 H -1.1352 2.5444 1.1118
44 H 3.7795 2.0433 -0.4020
45 O -1.0989 1.9273 -3.3339
46 H 1.0742 2.4630 -0.0497
47 C -1.8677 -1.1207 0.1034
48 C 5.8232 0.4795 0.5697
49 H 6.1103 1.3132 1.2235
50 H 5.3769 -1.9794 1.8898
51 C 3.7277 -0.7956 1.1782
52 H -4.2629 0.4075 3.5640
53 C 3.4126 -2.7603 2.4828
54 H -4.8475 -2.0651 -0.4538
55 H 6.1584 0.7042 -0.4456
56 C 2.4836 2.1141 -3.1059
57 H -3.9504 2.5153 1.3898
58 S 2.0998 2.3916 -7.1307
59 C -5.1375 -0.1443 1.6759

Forces on the atoms, in the same order (eV/Å):
N -1.423 1.112 -0.719
H -0.097 0.186 0.193
C 0.864 -0.375 1.011
H -0.059 0.027 0.043
C -0.695 0.665 0.086
C 0.136 0.243 -0.012
C -0.003 -0.177 0.915
H 0.357 -0.338 -0.092
C 0.570 -0.318 0.091
C 0.001 -0.395 -0.010
H 0.057 0.353 -1.604
H 0.069 -0.073 0.030
O -0.393 -0.019 -0.295
H 0.195 0.050 -0.179
H 0.220 0.009 0.360
N -0.110 -0.164 0.273
H 0.090 0.106 -0.093
C 0.374 0.309 -0.528
H 0.415 0.347 -0.123
C 0.103 0.469 -0.268
H -0.008 -0.150 0.042
C -0.325 -0.280 -0.047
C 0.736 0.429 -1.258
C -0.642 -0.896 -0.670
H -0.132 0.176 -0.084
C 0.584 -0.429 -0.033
C -1.396 -0.321 0.153
C -0.241 -0.147 0.262
H -0.455 -0.007 0.178
H -0.084 -0.108 -0.232
C 0.842 0.212 -0.816
H 0.035 0.107 -0.012
C -0.075 0.349 -0.003
C 0.094 -0.246 0.206
N -0.005 0.031 -0.392
C -0.250 0.149 4.031
C 0.481 0.176 -0.135
C -0.281 -0.612 -0.626
H 0.027 -0.099 0.102
N -0.086 0.043 -0.355
H 0.073 0.110 -0.105
H 0.009 -0.088 0.275
H -0.052 0.115 0.092
H 0.123 0.163 -0.323
O 0.821 0.064 -0.506
H -0.243 -0.676 -0.489
C 0.460 0.541 0.501
C 0.446 0.184 -0.126
H -0.161 -0.230 -0.088
H -0.421 -0.147 0.180
C -0.557 -0.141 0.498
H -0.114 -0.053 -0.064
C -0.318 0.315 -0.291
H 0.026 -0.034 0.151
H -0.043 -0.083 0.120
C 0.569 -0.115 0.035
H 0.046 -0.193 0.242
S -0.186 0.025 0.652
C 0.032 -0.150 -0.142

Formula: C26H26N4S3Ta
Source: the OMol25 dataset
Level of theory: the ωB97M-V functional and the def2-TZVPD basis

Calculated values
Max |F|: 0.01193 Eh/bohr
Highest occupied orbital energy: -16.22 eV
Net charge: +3
Gap between HOMO and LUMO: 5.0 eV
Energy: -2476.02227 Ha

Positions of all 60 atoms, in Å:
1 C -2.3276 -1.7284 5.5434
2 H -1.0754 -0.0265 5.8525
3 C -0.2490 1.5445 3.5638
4 H -1.3079 4.2133 -0.0125
5 S -0.7662 -1.7649 1.3143
6 S 1.8296 -1.0010 -5.3377
7 H -0.8158 -1.3149 -6.5079
8 Ta 0.5427 0.0954 1.0288
9 C -2.7441 -2.7285 4.6739
10 C 1.3559 -0.1872 4.2497
11 H -2.7157 -1.6946 6.5523
12 H 0.2488 5.9511 -0.7042
13 N -0.4629 -4.6513 -6.7291
14 C -0.3514 -2.2856 -6.3964
15 C -0.2480 4.0425 0.1155
16 H -1.9946 -3.3829 -7.2479
17 H -0.4542 -2.0226 -1.1566
18 H 0.0288 -2.4902 -3.4752
19 C 2.0081 4.8451 -0.1537
20 C 1.3699 -0.7931 -3.7289
21 N 0.7567 -0.3092 -0.9987
22 C -1.0021 -3.4407 -6.8175
23 C -1.2608 1.9361 2.5101
24 C 0.2303 2.8738 0.6883
25 N 0.1556 0.1069 3.3811
26 C 1.5102 -3.6872 -5.7804
27 H 2.6977 5.6181 -0.4652
28 H -0.7020 1.6890 4.5453
29 H 1.6716 -1.2146 4.0756
30 H -1.5570 1.7388 -0.8742
31 H -2.5713 2.5455 0.3513
32 C 1.6207 2.6824 0.8429
33 C 1.6114 0.5191 -1.7237
34 H -1.5858 2.9697 2.6327
35 H 2.0385 1.3589 -1.1959
36 H 1.0791 -0.0814 5.2960
37 C 0.9167 -2.4383 -5.8574
38 N -0.7138 1.7969 1.0860
39 C -2.2486 -2.7757 3.3794
40 H 3.5652 3.5337 0.5154
41 S 2.4366 1.2832 1.6446
42 C -0.9013 -0.8103 3.8484
43 H -2.1289 1.2768 2.5581
44 H 2.1634 0.5029 4.0312
45 H -2.5689 -3.5471 2.6918
46 H 2.5889 1.0064 -3.5194
47 C -1.9027 1.7094 0.1563
48 H -3.4543 -3.4747 5.0024
49 C 0.6368 5.0314 -0.2876
50 C 0.4866 -1.6329 -3.0013
51 C -1.3384 -1.8051 2.9846
52 H -2.4291 0.7796 0.3594
53 H 2.5125 -3.8255 -5.3978
54 C 0.2151 -1.3735 -1.7015
55 C 0.7634 -4.7707 -6.2347
56 C -1.3999 -0.7746 5.1401
57 C 2.4982 3.6727 0.3948
58 H 0.6466 2.1620 3.5184
59 C 1.9156 0.3194 -3.0237
60 H 1.1767 -5.7714 -6.1994

Forces on the atoms, in the same order (eV/Å):
C -0.013 -0.035 -0.029
H 0.004 0.000 0.002
C -0.045 -0.044 0.010
H -0.004 -0.036 0.026
S 0.019 -0.327 0.174
S -0.034 0.016 -0.008
H 0.001 -0.004 0.005
Ta 0.270 0.456 -0.308
C 0.029 0.041 0.017
C -0.010 -0.050 -0.068
H 0.001 0.002 -0.002
H 0.007 0.005 0.005
N -0.023 -0.036 -0.013
C -0.017 0.008 -0.015
C 0.051 0.115 -0.115
H -0.001 0.001 -0.001
H 0.004 0.005 -0.010
H -0.001 0.000 0.001
C -0.039 -0.038 0.015
C 0.020 0.025 -0.023
N 0.022 0.074 0.082
C 0.035 0.016 0.013
C 0.112 0.031 -0.127
C 0.140 -0.157 0.176
N -0.076 0.066 0.001
C 0.007 -0.047 0.010
H 0.000 0.002 -0.001
H 0.039 0.004 0.009
H 0.013 -0.001 -0.004
H -0.019 0.007 -0.005
H -0.014 -0.011 -0.017
C -0.056 -0.023 -0.024
C 0.017 -0.082 -0.083
H -0.014 -0.008 0.017
H 0.004 0.004 -0.005
H -0.003 -0.008 0.008
C 0.012 0.005 0.004
N -0.242 0.037 0.311
C -0.011 0.018 0.015
H -0.003 -0.006 0.005
S -0.099 -0.114 0.097
C -0.074 -0.053 -0.142
H -0.019 0.021 0.031
H 0.008 0.015 -0.003
H 0.008 0.003 -0.008
H -0.001 -0.002 -0.003
C 0.095 -0.036 -0.028
H -0.001 0.002 0.004
C -0.001 -0.046 0.017
C -0.032 -0.004 0.004
C 0.044 0.111 0.052
H -0.016 0.004 -0.010
H 0.001 0.001 -0.006
C -0.041 -0.026 -0.057
C 0.006 0.037 0.009
C -0.036 0.005 0.002
C -0.014 0.060 -0.066
H -0.008 0.020 0.012
C 0.002 -0.021 0.046
H 0.001 -0.003 -0.001